Entry from the OMol25 dataset: 2 unconnected molecules or ions with the total composition C6H2ClI at a distorted geometry (wB97M-V/def2-TZVPD).

Computed properties:
**Kohn-Sham gap**: 9.708 eV
**M**: 236.44 g mol⁻¹
**ΔE to the lowest compared entry with this formula, charge and spin**: 289.5 kJ/mol
**SMILES string**: C#CC#CCl.C#CI
**Lowest unoccupied orbital energy**: 0.41 eV
**E_tot**: -26870.47404 eV

Geometry as XYZ:
```
10
Properties=species:S:1:pos:R:3:lowdin_charge:R:1
C -1.349 2.739 0.116 0.17
C -1.718 1.567 0.234 -0.12
C -2.065 0.249 0.410 -0.13
C -2.454 -0.878 0.555 -0.61
Cl -2.737 -2.470 0.774 0.74
H -0.919 3.610 0.235 -0.02
C 0.335 -1.773 -0.560 -0.07
C 1.354 -1.145 -0.445 -0.86
I 2.796 -0.071 0.367 0.87
H -0.569 -2.375 -0.876 0.04
```